No. 1
Computed, not measured: an isolated molecule of C2H2Cl4Si, with ωB97M-V/def2-TZVPD.

Structure (XYZ):
```
9
Properties=species:S:1:pos:R:3
Cl -2.2729 0.5549 1.9382
Cl 0.3971 -2.1413 0.9929
Cl -0.8142 2.5030 -0.3140
H 1.9370 0.6394 -1.1057
C 0.4577 -0.3492 0.1543
Cl -2.2595 -0.5310 -1.1224
Si -1.1844 0.5626 0.2010
H 2.1440 -1.0670 -0.2510
C 1.5951 -0.1712 -0.4934
```

Results
- Spin multiplicity: 3
- Net charge: 0
- Energy relative to the best compared isomer or geometry (same formula, charge and spin): 146.57 kJ/mol
- HOMO-LUMO gap (spin up / spin down): 6.63 / 7.96 eV

***

No. 2
Computed, not measured: a structure of composition C4H16Br2N8O4V, with ωB97M-V/def2-TZVPD.

Structure (XYZ):
```
35
Properties=species:S:1:pos:R:3
H -6.0569 -5.5234 2.0672
C -2.8449 -8.7219 2.7725
H -5.4889 -6.6198 0.8789
Br 0.2497 -6.2639 0.7298
H -0.6074 -6.7116 -4.7915
N -1.1986 -6.3242 -4.0793
H -2.5745 -10.7313 2.6119
N -2.9956 -10.0136 3.1743
O -2.3181 -6.6741 -2.1585
H -3.0348 -3.9651 2.6685
H 1.6065 -10.6987 -1.4958
C -4.1180 -5.3056 1.5821
O -3.1725 -5.6604 0.8859
H -1.7896 -8.6837 -4.5149
H -2.8206 -8.9483 -3.1368
N -5.3871 -5.7151 1.3373
C 0.0407 -9.6700 -0.6159
H -4.1435 -7.9726 4.2397
O -0.8827 -8.8914 -0.7764
H -0.9309 -5.4457 -3.6670
H -2.9327 -6.8991 3.6138
N 0.8556 -10.0525 -1.6402
H -0.1534 -9.7702 1.3930
V -2.2844 -7.3316 -0.1130
N -3.9220 -4.4332 2.6131
O -2.1603 -8.4027 1.8145
C -1.8986 -7.1165 -3.2247
H -4.7350 -4.0043 3.0191
H 1.1037 -10.7891 0.7548
H -3.8099 -10.2905 3.6937
Br -4.6994 -8.4927 -0.4384
N -3.4473 -7.7613 3.5500
H 0.6838 -9.5407 -2.4844
N 0.3030 -10.2024 0.6088
N -2.1273 -8.3974 -3.6140
```

Results
- Spin multiplicity: 4
- Net charge: 0
- HOMO-LUMO gap (spin up / spin down): 7.13 / 7.67 eV

***

No. 3
Computed, not measured: a cluster of 2 separate species, C4H8N3OS in total, with ωB97M-V/def2-TZVPD.

Structure (XYZ):
```
17
Properties=species:S:1:pos:R:3
C 1.9749 -0.9903 -0.9862
H 1.1377 -2.4520 0.3082
H 0.8586 2.6898 1.3654
S 1.7049 0.8589 -1.0030
H -1.7617 -1.1619 1.2287
C 0.9505 0.7001 0.6559
H 1.6750 -1.3102 -2.0297
N 0.8691 -0.5849 1.0714
N -2.5889 0.6872 -1.0737
O -2.1949 -1.1373 0.3863
C 1.2270 -1.4551 0.1890
H -3.4613 0.2703 -1.3124
H 3.1249 -0.9977 -0.8564
C -1.8107 0.0534 -0.2247
N 0.6495 1.7333 1.4489
H 0.0478 1.4794 2.2577
H -2.4025 1.6171 -1.4253
```

Results
- Spin multiplicity: 1
- Net charge: +1
- Energy relative to the best compared isomer or geometry (same formula, charge and spin): 295.61 kJ/mol
- HOMO-LUMO gap: 6.65 eV